Here is a structure of composition C5H9CrMgO4 from OMol25. Energies are from wB97M-V/def2-TZVPD.

Calculated values
* spin multiplicity: 6
* gap between HOMO and LUMO (spin up / spin down): 5.1 / 5.7 eV
* total charge: 0
* ⟨S²⟩: 8.768
* ΔE to the lowest compared entry with this formula, charge and spin: 2.9 kJ/mol

CARTESIAN COORDINATES (ANGSTROEM)
O -2.04580 0.34365 -0.75038
H -3.50955 1.70129 -0.18807
O 2.88014 -0.85143 1.54029
H -2.42403 -2.29571 -0.59562
O 1.28369 0.34584 -0.18694
H -3.55075 -0.41637 0.48759
H -3.23725 1.48414 -1.94475
Cr 0.97607 -1.18040 0.93722
Mg -0.11066 -0.12666 -1.51060
C -2.45356 -0.39304 0.39738
C 2.59202 0.81761 -0.07917
C -1.89181 -1.79425 0.23324
O -0.52861 -1.72394 -0.06088
H -2.12045 -2.36694 1.14804
H 3.14880 0.75339 -1.03673
C 3.47271 0.11470 0.95323
H 2.60845 1.89190 0.19724
H -2.05755 0.11562 1.29173
H -2.04759 2.40191 -0.96029
C -2.74665 1.55332 -0.96697

Here is a structure of composition C5H9CuMgO4 from OMol25. Energies are from wB97M-V/def2-TZVPD.

Calculated values
* spin multiplicity: 2
* gap between HOMO and LUMO (spin up / spin down): 5.2 / 5.2 eV
* total charge: +1
* ⟨S²⟩: 0.757
* ΔE to the lowest compared entry with this formula, charge and spin: 0.0 kJ/mol

CARTESIAN COORDINATES (ANGSTROEM)
C -1.28718 -0.77389 -0.94500
O -1.12297 -1.93584 -0.07665
Mg 2.93860 0.71349 0.38102
C -2.51068 2.11328 1.00634
H 0.07366 -3.57974 0.16740
H -2.93142 0.61124 -1.15148
H -1.86530 2.81406 1.54721
C -2.36058 0.09988 -0.35920
H -3.22204 1.64946 1.70599
C 1.27455 -1.89077 0.39804
Cu 0.12808 0.70707 -0.33346
H 2.12509 -2.54857 0.60259
H 1.89714 2.61349 -1.18924
H -1.61106 -1.14682 -1.92719
O 1.76561 1.85875 -0.58363
O -1.68485 1.12683 0.42754
O 1.52920 -0.56625 0.39268
H -3.07340 2.65275 0.22853
C 0.09599 -2.48665 0.14382
H -3.06097 -0.42179 0.31609

Here is a structure of composition C5H9CuO3 from OMol25. Energies are from wB97M-V/def2-TZVPD.

Calculated values
* spin multiplicity: 3
* gap between HOMO and LUMO (spin up / spin down): 7.8 / 6.8 eV
* total charge: 0
* ⟨S²⟩: 2.002
* ΔE to the lowest compared entry with this formula, charge and spin: 59.3 kJ/mol

CARTESIAN COORDINATES (ANGSTROEM)
O 0.99865 -0.20917 -0.68673
C -1.77280 1.84814 2.19828
Cu 2.58072 0.79624 -1.51340
C 0.37048 1.05049 -0.54696
H -2.68122 2.43362 2.33262
H -0.49446 -1.37001 -1.50826
C 0.19415 -1.38685 -0.64903
H -1.70873 2.28430 0.14600
O -0.00255 1.16576 0.82164
H -1.46439 1.17027 2.99543
C 1.09138 -2.60043 -0.70174
H -0.40342 -1.37558 0.27389
H 0.47592 -3.50154 -0.82233
O 1.21421 1.96426 -0.95926
C -1.17410 1.83772 0.99213
H -0.68057 1.13035 -1.04423
H 1.67296 -2.70026 0.22437
H 1.78379 -2.53731 -1.55241

Here is an isolated molecule of C5H9F from OMol25. Energies are from wB97M-V/def2-TZVPD.

Calculated values
* gap between HOMO and LUMO: 10.7 eV
* total charge: 0
* SMILES: C[C@@H]1C[C@]1(C)F
* ΔE to the lowest compared entry with this formula, charge and spin: 71.3 kJ/mol

CARTESIAN COORDINATES (ANGSTROEM)
H -1.89446 1.33231 0.18193
H -0.62274 0.19354 1.94506
H 2.80274 0.45987 -0.01729
F 0.67344 1.58709 0.40072
H -0.45369 -1.15138 -0.87065
C 2.01537 -0.14181 -0.48485
C -0.09671 -0.47650 1.18273
H -2.13903 0.65721 -1.45618
H 1.99019 0.05670 -1.58008
C 0.73283 0.27671 0.17245
H 0.14300 -1.48424 1.53859
C -0.62235 -0.29463 -0.19198
H -2.70349 -0.22022 -0.04902
C -1.95439 0.40956 -0.41274
H 2.12929 -1.20420 -0.35869

Here is a structure of composition C5H9F3N3OP3 from OMol25. Energies are from wB97M-V/def2-TZVPD.

Calculated values
* spin multiplicity: 3
* gap between HOMO and LUMO (spin up / spin down): 4.7 / 5.0 eV
* total charge: 0
* ⟨S²⟩: 2.022

CARTESIAN COORDINATES (ANGSTROEM)
H -2.38825 -0.22469 0.89934
H -0.56216 3.26737 1.00745
O -0.94306 1.75797 -0.27070
C -1.54280 -1.03615 1.09696
C -1.47349 -1.79221 2.16379
H -0.59114 -2.35738 2.32629
H -1.55697 1.89088 1.83117
C -1.33053 2.51358 0.85822
H -1.98529 -1.62108 -1.75610
P 1.75034 1.90153 -0.34785
N 2.69177 0.51694 -0.47023
H 0.78146 -0.99445 -3.00734
N 1.31210 -1.19635 0.90504
C -0.96108 -1.25453 -1.96752
H -2.35402 -2.02216 2.74116
H -2.42818 2.88616 0.57711
F 3.95511 1.09386 -0.82234
F 1.91397 2.28106 1.24239
F 3.15531 -1.96082 -0.55060
N 0.28439 1.00531 -0.15848
P 2.89312 -0.84300 0.63309
P -0.00141 -0.69604 0.11446
C -0.20213 -1.40385 -3.05009
H -0.41709 -1.71193 -3.99522

Here is a cluster of 2 separate species, C5H9F6NS2Si in total from OMol25. Energies are from wB97M-V/def2-TZVPD.

Calculated values
* gap between HOMO and LUMO (spin up / spin down): 8.4 / 5.8 eV
* total charge: 0
* ΔE to the lowest compared entry with this formula, charge and spin: 236.0 kJ/mol

CARTESIAN COORDINATES (ANGSTROEM)
H -1.95507 -2.16508 -1.11713
C -2.74440 1.37686 -0.29178
Si 0.20240 -1.46620 0.07199
H 0.75246 -1.60417 2.47814
H 2.21301 -2.79468 -0.72839
N -0.26526 -0.03338 -0.85891
H -2.07286 -2.39749 0.68287
F -2.77126 2.66465 -0.03520
F -4.00894 1.06577 -0.74352
S 1.94416 1.61520 0.20278
C 2.03312 -1.77199 -0.54201
F -2.50382 0.71826 0.86729
H -0.26880 -0.22447 2.33883
F 0.33854 3.40659 -0.57218
H 2.52825 -1.57418 0.44277
S -1.20147 1.01161 -1.43944
H -1.07793 -3.59183 -0.34410
H 1.59037 -0.30040 1.80145
F 2.23846 4.18776 -0.11963
F 1.83705 3.12351 -1.95261
C -1.36717 -2.54549 -0.15534
C 1.60824 3.12166 -0.63284
C 0.56153 -0.82453 1.85159
H 2.38938 -0.99799 -1.20465

Here is a structure of composition C5H9FN3 from OMol25. Energies are from wB97M-V/def2-TZVPD.

Calculated values
* gap between HOMO and LUMO (spin up / spin down): 9.2 / 9.2 eV
* total charge: +1
* ΔE to the lowest compared entry with this formula, charge and spin: 368.1 kJ/mol

CARTESIAN COORDINATES (ANGSTROEM)
F 1.04315 1.32293 -1.63846
C 1.57655 -1.59661 -0.04592
H 2.36193 -2.33618 0.02132
H -1.33507 2.05240 0.86564
H -1.90870 1.69179 -0.77748
C 0.34572 -1.93714 -0.41841
C -1.61532 1.25334 0.18052
H -2.67393 -0.79558 -1.03300
C -0.77546 -1.02263 -0.50618
N 0.67260 0.81699 -0.04958
H 0.83036 1.75338 0.34261
H -2.45685 0.71327 0.61414
N -0.50914 0.33227 0.01653
H 0.08777 -2.94908 -0.68864
H 2.26320 -0.02852 1.29109
H 2.76977 0.14269 -0.43299
C 2.00541 -0.22780 0.25083
N -1.86997 -1.40005 -0.94692

Here is an isolated molecule of C5H9FO from OMol25. Energies are from wB97M-V/def2-TZVPD.

Calculated values
* gap between HOMO and LUMO: 10.9 eV
* total charge: 0
* SMILES: C[C@]1(O)CC[C@H]1F
* ΔE to the lowest compared entry with this formula, charge and spin: 87.6 kJ/mol

CARTESIAN COORDINATES (ANGSTROEM)
O 0.00787 1.12239 -1.58230
H 1.62761 -0.02331 0.99350
C 0.72083 0.53488 0.75698
H 0.91003 1.60274 0.78055
H -0.96117 0.83931 2.22544
C -0.60394 0.12785 1.50366
H 0.87581 1.46565 -1.83372
H 0.20735 -1.54845 -1.90405
H 0.62741 -1.89636 -0.21089
H -0.57765 -0.83225 2.04905
H 1.76401 -0.97891 -1.32643
H -2.00975 -0.72032 -0.00828
C 0.70576 -1.16803 -1.02155
F -2.01350 1.26087 -0.02626
C 0.05375 0.14402 -0.58639
C -1.33443 0.06993 0.19069

Here is a structure of composition C5H9GaO3 from OMol25. Energies are from wB97M-V/def2-TZVPD.

Calculated values
* gap between HOMO and LUMO (spin up / spin down): 8.3 / 7.7 eV
* total charge: +2
* ΔE to the lowest compared entry with this formula, charge and spin: 340.4 kJ/mol

CARTESIAN COORDINATES (ANGSTROEM)
H -1.70645 3.23871 -2.21277
O -0.54109 -1.50931 -0.37104
H 3.93313 0.71713 1.56017
H -2.13436 2.22166 -0.78322
C 1.97649 0.52352 0.73897
C 3.38592 0.01745 0.91469
C -0.15933 -0.33116 -0.12188
H 3.40098 -0.96907 1.39691
H -0.54843 1.53736 -3.29518
H 1.95343 1.45028 0.15533
C -1.01651 1.24880 -2.34013
O 1.21466 -0.50425 0.06469
H 3.88898 -0.05574 -0.05919
H 1.45865 0.69896 1.68964
H -0.47268 2.83780 -0.96108
C -1.35013 2.46238 -1.51790
Ga 1.07433 -1.69642 -1.35733
O -0.12272 0.45088 -1.61362

Here is a structure of composition C5H9HgNaO4 from OMol25. Energies are from wB97M-V/def2-TZVPD.

Calculated values
* gap between HOMO and LUMO: 6.1 eV
* total charge: 0

CARTESIAN COORDINATES (ANGSTROEM)
H -1.38337 -2.20652 0.11943
C -3.18310 -0.52763 -0.77597
Hg 3.32790 -0.16556 -0.53394
H 0.71509 -1.16432 -0.63291
O 0.51916 0.46539 0.63104
H -3.71480 -0.35742 0.17363
C 0.29723 -0.90235 0.35691
H -3.37799 -1.55378 -1.12361
H -1.61690 -0.92769 1.34927
C 1.84685 0.92744 0.65869
O -1.79322 -0.30961 -0.61827
C 1.97989 2.26366 0.18489
H 0.77186 -1.54326 1.11795
H 2.95877 2.73733 0.41717
H 2.35856 0.75072 1.63340
H -3.54537 0.18306 -1.52816
C -1.19175 -1.14684 0.35505
O 4.74396 -1.22208 -0.62803
O 1.13201 2.89862 -0.46917
Na -0.84479 1.80082 -0.68734

Q: Among the records above, which one has the highest total charge?
A: C5H9GaO3